Model w:
Molecular formula: C3H5Cl2F
Method: DFT, wB97M-V/def2-TZVPD

Each line ends with the Mulliken charge.
Atoms and positions in Å:
F 0.727 -1.049 -1.983  -0.252
C 0.424 -0.362 -0.883  0.031
Cl -1.324 -0.078 -1.288  -0.201
C 0.760 -1.009 0.387  -0.156
C 0.311 -0.357 1.568  -0.679
Cl 0.219 1.451 1.701  -0.189
H 0.736 0.668 -1.021  0.317
H 1.881 -0.958 0.540  0.209
H 0.491 -2.052 0.500  0.244
H 0.876 -0.637 2.520  0.355
H -0.714 -0.544 1.844  0.322

Summary:
Frontier orbital gap ... 11.55 eV
LUMO energy ... 0.78 eV
Highest occupied orbital energy ... -10.78 eV
SMILES ... F[C@@H](Cl)CCCl

=====

Model x:
Molecular formula: C3H5Cl2F
Method: DFT, wB97M-V/def2-TZVPD

Each line ends with the Mulliken charge.
Atoms and positions in Å:
C -0.365 1.231 -0.488  -1.173
C -0.461 -0.045 0.299  0.778
F -0.307 0.365 1.631  -0.247
Cl -2.023 -0.848 0.105  -0.187
C 0.623 -1.174 0.119  -0.706
Cl 2.324 -0.446 0.175  -0.206
H -0.681 1.139 -1.570  0.312
H 0.660 1.459 -0.438  0.337
H -0.975 1.973 0.023  0.350
H 0.587 -1.841 -0.796  0.350
H 0.619 -1.814 0.940  0.392

Summary:
Frontier orbital gap ... 11.88 eV
LUMO energy ... 0.83 eV
Highest occupied orbital energy ... -11.05 eV
SMILES ... C[C@@](F)(Cl)CCl

=====

Most stable: model x. Least stable: model w.

=====

Model w:
Molecular formula: C4H14N
Method: DFT, wB97M-V/def2-TZVPD

Each line ends with the Mulliken charge.
Atoms and positions in Å:
C 0.132 0.235 1.103  -1.340
C -0.809 1.110 0.277  -0.267
C -0.967 2.497 0.896  -1.322
N -0.144 -1.224 0.871  -1.746
H 1.171 0.394 0.819  0.267
H 0.017 0.406 2.170  0.513
H -1.789 0.631 0.284  0.410
H -0.487 1.145 -0.763  0.258
H -1.270 2.427 1.940  0.368
H -0.042 3.059 0.786  0.331
H -1.755 3.067 0.404  0.371
H -1.089 -1.465 1.273  0.915
H -0.200 -1.430 -0.138  0.106
H 0.574 -1.873 1.308  1.113
C 1.325 -1.795 -2.242  -1.297
H 2.115 -1.310 -1.669  0.328
H 0.607 -1.032 -2.537  0.324
H 0.847 -2.580 -1.662  0.359
H 1.765 -2.263 -3.121  0.308

Summary:
Frontier orbital gap (spin up / spin down) ... 4.51 / 13.14 eV
LUMO energy (spin up / spin down) ... 1.01 / 0.71 eV
Highest occupied orbital energy (spin up / spin down) ... -3.50 / -12.43 eV
2S+1 ... 2

=====

Model x:
Molecular formula: C4H14N
Method: DFT, wB97M-V/def2-TZVPD

Each line ends with the Mulliken charge.
Atoms and positions in Å:
C -2.832 1.464 -2.235  -0.811
C -1.567 1.558 -3.110  -0.728
H -2.916 1.867 -1.207  0.298
H -3.151 0.409 -2.251  0.250
H -3.712 1.903 -2.744  0.260
H -1.384 2.504 -3.678  0.260
H -0.641 1.639 -2.526  0.220
H -1.680 0.736 -3.807  0.249
C 1.560 0.301 1.795  -1.047
N 1.955 -1.135 1.881  -1.533
C 0.857 -2.162 1.699  -1.357
H 1.984 0.971 2.565  0.395
H 1.889 0.768 0.795  0.323
H 0.475 0.311 1.937  0.275
H 2.539 -1.234 2.763  0.828
H 2.741 -1.350 1.183  0.747
H 1.247 -3.095 2.123  0.600
H 0.890 -2.512 0.665  0.423
H -0.132 -1.828 2.067  0.346

Summary:
Frontier orbital gap (spin up / spin down) ... 4.31 / 11.93 eV
LUMO energy (spin up / spin down) ... 0.77 / 0.56 eV
Highest occupied orbital energy (spin up / spin down) ... -3.54 / -11.37 eV
2S+1 ... 2

=====

Most stable: model w. Least stable: model x.

=====

Model w:
Molecular formula: C19H23NO4
Method: DFT, wB97M-V/def2-TZVPD

Each line ends with the Mulliken charge.
Atoms and positions in Å:
C 4.315 -2.497 5.548  -1.283
C 4.164 -2.780 4.059  -0.388
C 2.788 -2.364 3.548  -0.639
O 2.733 -2.661 2.169  -0.364
C 1.582 -2.398 1.487  0.566
C 1.584 -2.739 0.132  -0.563
C 0.473 -2.519 -0.648  -0.535
C -0.677 -1.950 -0.098  0.636
O -1.728 -1.791 -0.966  -0.435
C -2.925 -1.223 -0.489  -0.971
C -2.801 0.251 -0.109  0.751
O -3.149 0.637 0.999  -0.711
C -2.269 1.181 -1.075  -0.424
N -2.031 2.460 -0.620  0.020
C -1.582 3.249 -1.602  0.130
C -1.289 4.681 -1.334  -1.498
C -1.539 2.478 -2.773  0.339
C -1.115 2.890 -4.114  0.808
C -0.195 4.088 -4.206  -1.359
O -1.457 2.299 -5.118  -0.617
C -1.984 1.169 -2.438  1.048
C -2.125 0.033 -3.381  -1.519
C -0.682 -1.604 1.243  -0.516
C 0.440 -1.828 2.030  -0.626
H 4.191 -1.436 5.751  0.325
H 3.569 -3.045 6.119  0.325
H 5.301 -2.800 5.891  0.380
H 4.923 -2.237 3.494  0.311
H 4.300 -3.844 3.862  0.315
H 2.635 -1.288 3.714  0.374
H 2.005 -2.916 4.088  0.388
H 2.475 -3.179 -0.285  0.403
H 0.469 -2.784 -1.693  0.411
H -3.638 -1.319 -1.313  0.518
H -3.308 -1.773 0.381  0.373
H -2.206 2.717 0.341  0.264
H -1.618 4.940 -0.329  0.344
H -0.222 4.887 -1.408  0.295
H -1.808 5.322 -2.043  0.356
H 0.591 4.034 -3.458  0.343
H 0.243 4.114 -5.201  0.372
H -0.764 5.002 -4.058  0.312
H -1.646 0.270 -4.325  0.420
H -1.695 -0.873 -2.963  0.284
H -3.181 -0.151 -3.582  0.266
H -1.546 -1.154 1.704  0.387
H 0.397 -1.547 3.070  0.382

Summary:
Frontier orbital gap ... 8.40 eV
LUMO energy ... 0.42 eV
Highest occupied orbital energy ... -7.98 eV
SMILES ... CCCOc1ccc(OCC(=O)c2[nH]c(C)c(C(C)=O)c2C)cc1

=====

Model x:
Molecular formula: C19H23NO4
Method: DFT, wB97M-V/def2-TZVPD

Each line ends with the Mulliken charge.
Atoms and positions in Å:
C -3.277 -0.525 -2.142  -1.893
C -4.013 -0.491 -0.991  0.932
C -5.210 -1.066 -0.918  -0.600
C -6.077 -1.137 0.238  -0.266
C -5.660 -0.546 1.191  -0.641
C -4.538 0.231 1.324  0.104
C -3.812 0.140 0.280  0.767
O -2.549 0.931 -0.186  -0.313
C -2.071 1.724 0.899  -0.360
C -0.713 2.281 0.507  0.140
C -0.520 3.803 0.144  -1.060
C 0.793 3.697 -0.352  -0.774
C 1.365 2.132 -0.198  0.205
O 0.357 1.631 0.429  -0.342
C 2.712 1.814 -0.422  0.706
O 3.576 2.596 -0.100  -0.606
N 2.966 0.364 -0.542  0.347
C 1.923 -0.591 -0.621  -1.428
H 1.049 -0.046 -0.767  0.893
H 2.113 -1.023 -1.526  0.479
C 2.117 -1.525 0.373  0.488
C 1.093 -2.608 0.529  -1.444
H 1.393 -3.273 1.252  0.349
H 0.119 -2.308 0.593  0.401
H 1.371 -3.065 -0.802  0.233
O 3.570 -1.996 0.431  -0.374
C 4.469 -1.177 0.532  0.647
C 5.869 -1.484 0.470  -1.619
H 6.526 -0.927 0.714  0.662
H 5.952 -2.399 1.388  0.213
H 5.976 -2.065 -0.487  0.299
C 4.254 -0.010 -0.740  -1.178
H 5.000 0.896 -0.477  0.344
H 4.447 -0.612 -1.593  0.423
H 4.285 -0.519 1.492  0.195
H 2.041 -0.769 1.446  0.192
H 1.510 4.430 -0.775  0.394
H -1.133 4.458 0.382  0.774
H -2.746 2.533 1.286  0.484
H -1.929 1.196 1.967  0.281
H -4.072 0.810 2.288  0.165
H -6.407 -0.248 2.490  0.059
H -7.167 -1.681 0.350  0.211
H -5.765 -1.873 -1.711  0.055
H -2.461 -0.902 -2.077  0.657
H -3.658 -1.175 -3.015  0.325
H -3.069 0.375 -2.553  0.474

Summary:
Frontier orbital gap ... 7.79 eV
LUMO energy ... 0.25 eV
Highest occupied orbital energy ... -7.55 eV

=====

Most stable: model w. Least stable: model x.